Record 1
The following is a quantum chemistry calculation of C20H26MnN3S2SbSe4 as an isolated structure, from the OMol25 dataset.

Output
- multiplicity = 1
- net charge = +3
- Kohn-Sham gap (alpha / beta) (eV) = 4.70 / 4.71
- HOMO (alpha / beta) (eV) = -16.05 / -16.05

Last column: Löwdin charge in e.
CARTESIAN COORDINATES (ANGSTROEM)
1 Mn -0.1491 0.0064 -0.4952  0.55
2 C -2.1092 -1.5419 4.5578  -0.31
3 S -2.9142 -1.5208 2.9414  0.95
4 C -1.7646 -0.6827 2.0090  -0.97
5 S -2.3041 -0.3857 0.2911  0.57
6 N -0.6160 -0.2653 2.3954  0.03
7 N -0.0071 0.4725 1.4025  -0.11
8 C 0.6250 1.5412 1.7293  0.01
9 C 0.9210 2.4046 0.5933  -0.21
10 C 1.4889 3.6577 0.6751  0.06
11 C 1.5081 4.4531 -0.4696  0.04
12 C 0.9528 3.9668 -1.6441  0.03
13 C 0.4332 2.6817 -1.6629  -0.07
14 N 0.4147 1.9107 -0.5703  0.02
15 H -2.8666 -1.9074 5.2490  0.06
16 H -1.8068 -0.5315 4.8247  0.03
17 H -1.2608 -2.2213 4.5463  0.06
18 H 0.7744 1.8228 2.7660  0.16
19 H 1.8824 4.0173 1.6164  0.15
20 H 1.9370 5.4461 -0.4356  0.14
21 H 0.9242 4.5669 -2.5428  0.14
22 H 0.0129 2.2613 -2.5692  0.14
23 C 0.2430 -0.3852 -3.9711  0.02
24 C 0.5484 -0.7968 -2.5568  -0.17
25 C -0.3206 -1.7324 -1.9331  -0.22
26 C -1.5317 -2.2337 -2.6632  0.00
27 C 0.0105 -2.3005 -0.6680  -0.20
28 C -0.8146 -3.4449 -0.1548  0.01
29 C 1.1286 -1.8123 0.0468  -0.19
30 C 1.4934 -2.3962 1.3812  0.01
31 C 1.9417 -0.7947 -0.5285  -0.19
32 C 3.1524 -0.3282 0.2290  0.02
33 C 1.6828 -0.3218 -1.8541  -0.17
34 C 2.6454 0.6406 -2.4871  0.01
35 H 0.2895 -1.2736 -4.6062  0.13
36 H 0.9414 0.3341 -4.3779  0.08
37 H -0.7651 0.0156 -4.0769  0.10
38 H -2.3142 -2.5629 -1.9860  0.09
39 H -1.2415 -3.0987 -3.2692  0.14
40 H -1.9504 -1.4959 -3.3402  0.09
41 H -0.8421 -4.2233 -0.9207  0.13
42 H -1.8512 -3.1622 0.0346  0.08
43 H -0.4075 -3.8856 0.7465  0.09
44 H 2.1329 -3.2686 1.2127  0.14
45 H 0.6240 -2.7230 1.9407  0.08
46 H 2.0470 -1.7054 2.0065  0.09
47 H 2.9254 -0.0945 1.2670  0.09
48 H 3.6372 0.5315 -0.2143  0.09
49 H 3.8837 -1.1417 0.2463  0.13
50 H 3.5143 0.0773 -2.8408  0.14
51 H 3.0103 1.3852 -1.7863  0.09
52 H 2.2316 1.1635 -3.3400  0.08
53 Se -5.1630 1.6252 0.9962  0.16
54 Sb -4.7424 2.3131 3.5104  0.13
55 Se -3.0202 1.7821 0.2491  0.20
56 Se -2.4495 2.5363 3.9387  0.04
57 Se -6.7459 2.6251 4.5619  0.21

Record 2
The following is a quantum chemistry calculation of the molecule C20H26N2O2, from the OMol25 dataset.

Output
- multiplicity = 1
- net charge = 0
- Kohn-Sham gap (eV) = 8.19
- HOMO (eV) = -7.48

Last column: Löwdin charge in e.
CARTESIAN COORDINATES (ANGSTROEM)
1 C -8.3083 -1.0296 -0.4374  -0.06
2 C -6.8350 -0.8196 -0.2560  -0.29
3 C -6.0151 -1.8786 0.1258  -0.05
4 C -4.6601 -1.7026 0.2963  0.00
5 C -4.0787 -0.4511 0.0876  -0.27
6 C -4.8860 0.6119 -0.2930  -0.02
7 C -6.2489 0.4179 -0.4602  -0.05
8 H -6.8615 1.2575 -0.7572  0.11
9 H -4.4735 1.5942 -0.4652  0.10
10 O -2.7291 -0.3851 0.2818  -0.03
11 C -2.0805 0.8495 0.1062  -0.17
12 C -0.5879 0.6494 0.4013  -0.34
13 O -0.3796 0.1891 1.7128  -0.01
14 H -0.8500 0.7634 2.3279  0.10
15 C 0.1805 1.9643 0.1145  -0.15
16 N 1.6145 1.8663 -0.0199  -0.17
17 C 2.0690 1.1280 -1.1823  -0.16
18 C 3.5714 1.3780 -1.3739  -0.14
19 N 4.3101 0.9476 -0.2065  -0.10
20 C 4.7596 -0.3646 -0.1212  -0.23
21 C 5.4069 -0.9462 -1.2191  -0.03
22 C 5.9225 -2.2237 -1.1522  -0.10
23 C 5.8243 -2.9652 0.0136  -0.11
24 C 5.2031 -2.3996 1.1120  -0.09
25 C 4.6757 -1.1234 1.0505  -0.03
26 H 4.1845 -0.7308 1.9268  0.10
27 H 5.1154 -2.9611 2.0314  0.10
28 H 6.2283 -3.9648 0.0643  0.10
29 H 6.4156 -2.6414 -2.0184  0.10
30 H 5.5283 -0.3829 -2.1321  0.10
31 C 3.8123 1.6386 0.9617  -0.15
32 C 2.3113 1.4095 1.1712  -0.17
33 H 1.9644 1.9968 2.0242  0.13
34 H 2.1179 0.3460 1.3756  0.12
35 H 4.3814 1.3431 1.8423  0.12
36 H 3.9754 2.7088 0.7916  0.12
37 H 3.9137 0.8528 -2.2631  0.11
38 H 3.7400 2.4513 -1.5082  0.13
39 H 1.5213 1.4814 -2.0591  0.13
40 H 1.9093 0.0403 -1.0795  0.13
41 H -0.0236 2.6678 0.9299  0.13
42 H -0.2026 2.3992 -0.8130  0.12
43 H -0.2140 -0.1535 -0.2407  0.15
44 H -2.4922 1.6040 0.7960  0.14
45 H -2.2066 1.2102 -0.9242  0.14
46 H -4.0211 -2.5193 0.5924  0.12
47 H -6.4502 -2.8536 0.2912  0.11
48 H -8.8001 -0.1057 -0.7309  0.07
49 H -8.4931 -1.7804 -1.2049  0.08
50 H -8.7587 -1.3841 0.4890  0.08

Record 3
The following is a quantum chemistry calculation of the molecule C20H26N2O4 in a non-equilibrium geometry, from the OMol25 dataset.

Output
- multiplicity = 1
- net charge = 0
- Kohn-Sham gap (eV) = 9.03
- HOMO (eV) = -8.32

Last column: Löwdin charge in e.
CARTESIAN COORDINATES (ANGSTROEM)
1 C -1.8457 0.4787 2.9374  -0.07
2 H -1.8457 1.3135 3.6370  0.10
3 O -2.6125 0.9071 1.8390  -0.10
4 C -2.7583 0.0619 0.7703  -0.19
5 C -2.2642 -1.2354 0.7403  0.02
6 C -2.4707 -2.0724 -0.3484  -0.29
7 C -3.1906 -1.5923 -1.4315  -0.05
8 C -3.6661 -0.2953 -1.4303  0.01
9 C -3.4560 0.5476 -0.3491  -0.20
10 O -3.9825 1.8166 -0.4513  -0.02
11 C -3.1876 2.9010 -0.0077  -0.10
12 C -1.7520 2.7149 -0.3722  -0.23
13 C -0.6147 2.6696 0.3810  0.07
14 C 0.3951 2.3012 -0.5452  -0.16
15 N -0.1242 2.1636 -1.7418  0.12
16 O -1.4447 2.4218 -1.6456  0.05
17 C 1.8105 2.0988 -0.1308  -0.41
18 O 2.2314 2.7338 0.8261  0.07
19 N 2.5562 1.1644 -0.7532  -0.05
20 C 2.1940 0.4525 -1.9561  -0.15
21 H 1.1871 0.7504 -2.2460  0.09
22 C 2.2662 -1.0680 -1.8119  -0.17
23 C 1.3458 -1.6455 -0.7381  -0.19
24 H 0.3125 -1.3771 -0.9711  0.10
25 C 1.6434 -1.2167 0.7043  -0.19
26 H 1.2452 -0.2184 0.8853  0.09
27 H 1.0901 -1.8973 1.3568  0.10
28 C 3.1286 -1.2455 1.0970  -0.19
29 C 3.7877 0.1348 1.1485  -0.17
30 H 3.2457 0.7616 1.8582  0.11
31 H 4.8087 0.0219 1.5203  0.11
32 C 3.8644 0.8945 -0.1804  -0.14
33 H 4.4543 0.3433 -0.9126  0.12
34 H 4.3532 1.8550 0.0146  0.13
35 H 3.6814 -1.9014 0.4225  0.11
36 H 3.2204 -1.6756 2.0972  0.11
37 H 1.4225 -2.7348 -0.7953  0.11
38 H 3.2936 -1.3793 -1.6211  0.09
39 H 1.9768 -1.4951 -2.7747  0.12
40 H 2.8776 0.7620 -2.7581  0.13
41 H -0.4901 2.8585 1.4249  0.13
42 H -3.6052 3.7767 -0.5159  0.14
43 H -3.2613 3.0348 1.0774  0.13
44 H -4.2101 0.0982 -2.2741  0.12
45 H -3.3673 -2.2277 -2.2859  0.11
46 C -1.9489 -3.4780 -0.3371  -0.05
47 H -1.5612 -3.7512 -1.3160  0.08
48 H -1.1594 -3.5975 0.4004  0.07
49 H -2.7535 -4.1715 -0.0912  0.08
50 H -1.7141 -1.6181 1.5854  0.11
51 H -2.2902 -0.3954 3.4235  0.10
52 H -0.8153 0.2511 2.6453  0.09

Number 1: DFT total energy -12734.3327 Eh. Number 2: DFT total energy -1037.6730 Eh. Number 3: DFT total energy -1188.1280 Eh.